(1)
{"formula": "C14H24Cl9O10Pd", "method": "ωB97M-V/def2-TZVPD", "species": ["Pd", "Cl", "O", "O", "O", "O", "C", "C", "O", "C", "O", "O", "H", "H", "H", "H", "C", "C", "O", "C", "O", "O", "H", "H", "H", "H", "Cl", "C", "C", "Cl", "H", "H", "H", "H", "Cl", "C", "C", "Cl", "H", "H", "H", "H", "Cl", "C", "C", "Cl", "H", "H", "H", "H", "Cl", "C", "C", "Cl", "H", "H", "H", "H"], "xyz": [[-5.436, 1.209, 1.853], [-2.260, 0.699, 0.315], [-1.322, 1.656, 0.865], [-2.890, 1.225, -0.853], [-1.538, -0.508, 0.048], [-3.281, 0.448, 1.323], [2.733, -1.289, -1.865], [1.846, -1.966, -0.794], [2.679, -1.909, 0.366], [3.917, -1.446, 0.068], [4.806, -1.432, 0.836], [3.921, -0.948, -1.174], [2.306, -0.393, -2.322], [2.981, -1.975, -2.677], [1.664, -3.017, -1.023], [0.870, -1.511, -0.627], [0.544, -0.732, 2.913], [-0.847, -0.908, 3.575], [-0.768, -0.069, 4.694], [0.270, 0.757, 4.609], [0.590, 1.510, 5.465], [0.983, 0.491, 3.491], [0.339, -0.597, 1.856], [1.112, -1.632, 3.131], [-1.069, -1.954, 3.772], [-1.588, -0.636, 2.822], [-2.639, -0.604, -5.980], [-2.769, -0.782, -4.205], [-1.405, -0.714, -3.565], [-0.390, -2.168, -3.905], [-3.210, -1.749, -3.984], [-3.366, 0.051, -3.847], [-1.497, -0.806, -2.484], [-0.835, 0.160, -3.859], [3.710, 3.601, 1.489], [2.116, 2.811, 1.521], [1.063, 3.717, 2.103], [1.357, 4.185, 3.802], [2.269, 1.930, 2.138], [1.815, 2.606, 0.497], [0.070, 3.260, 2.077], [1.000, 4.678, 1.569], [-0.221, 5.078, -0.965], [0.156, 3.540, -1.801], [1.478, 3.592, -2.554], [1.856, 2.132, -3.436], [-0.664, 3.385, -2.494], [0.161, 2.723, -1.086], [2.315, 3.745, -1.870], [1.476, 4.444, -3.232], [-0.114, -3.812, 1.686], [-1.055, -4.302, 0.283], [-2.550, -4.166, 0.579], [-3.508, -4.520, -0.875], [-0.834, -5.361, 0.144], [-0.801, -3.800, -0.647], [-2.649, -3.115, 0.859], [-2.897, -4.811, 1.377]], "forces_ev_per_a": [[0.99, -0.17, -0.33], [1.83, 1.01, -1.12], [-0.38, 0.02, 0.15], [-0.09, -0.16, 0.05], [-0.55, -0.29, 0.09], [-1.65, -0.37, 1.22], [-0.64, -0.17, -0.54], [0.46, -0.28, -0.38], [-0.55, -0.23, 0.34], [-1.14, 0.17, -0.18], [0.88, 0.11, 0.52], [0.55, 0.14, -0.29], [0.02, -0.08, 0.31], [0.01, -0.01, 0.10], [0.07, 0.03, -0.06], [0.20, 0.34, 0.19], [-2.13, -0.75, -0.15], [0.57, -0.82, -2.11], [-0.86, 0.49, 0.97], [0.13, -2.52, -1.30], [0.30, 2.02, 0.60], [0.59, 0.58, 0.37], [0.71, -0.01, -0.15], [0.95, 0.59, 0.00], [0.21, 0.13, 0.83], [-0.38, 0.71, 0.59], [-0.11, -0.06, 0.08], [0.67, -0.05, -0.23], [0.15, -0.62, 0.52], [-0.01, 0.11, -0.28], [-0.28, 0.09, -0.06], [-0.15, -0.09, 0.10], [-0.22, 0.57, 0.01], [0.01, 0.07, 0.01], [-0.11, 0.14, -0.06], [0.67, 0.49, 0.35], [-0.24, -0.32, 0.28], [0.05, -0.51, -0.28], [-0.37, -0.24, -0.24], [0.00, -0.26, 0.03], [-0.12, 0.09, 0.05], [0.01, 0.09, 0.01], [0.36, -0.17, 0.11], [0.01, -0.56, -0.55], [0.24, 1.33, 0.72], [-0.29, -0.57, -0.31], [-0.06, -0.10, -0.03], [-0.17, 0.06, 0.21], [-0.12, 0.08, 0.10], [-0.01, -0.14, -0.17], [0.28, 0.42, 0.16], [-0.93, -1.72, -0.47], [0.78, 0.93, 0.02], [0.06, 0.09, 0.03], [0.13, 0.09, -0.11], [0.22, 0.45, 0.28], [-0.66, -0.10, -0.06], [0.12, -0.07, 0.07]], "gap_ev": [7.02, 2.88], "charge": 1, "spin_multiplicity": 3, "s_squared": 2.005}

(2)
{"formula": "C3H8NP", "method": "ωB97M-V/def2-TZVPD", "species": ["C", "C", "C", "N", "P", "H", "H", "H", "H", "H", "H", "H", "H"], "xyz": [[-0.024, -1.365, -0.190], [-0.513, 0.086, -0.637], [-0.475, 1.138, 0.508], [0.979, 1.640, 0.788], [2.294, 0.895, 0.383], [-0.635, -1.817, 0.642], [-0.085, -2.066, -1.126], [1.082, -1.095, 0.149], [-1.576, 0.204, -1.130], [0.144, 0.457, -1.512], [-1.057, 1.964, 0.263], [-0.935, 0.807, 1.517], [3.049, 1.811, 1.224]], "forces_ev_per_a": [[0.54, 1.03, -1.13], [-1.35, 0.37, -0.97], [2.82, -1.72, 0.79], [-2.99, -0.74, 0.45], [0.24, 1.03, 0.76], [0.73, 0.65, -0.81], [0.52, 1.17, 1.89], [-2.34, -1.63, -0.68], [1.71, -0.95, 1.07], [-0.67, -0.54, 1.49], [-0.73, 1.72, -0.64], [1.07, 0.07, -1.52], [0.45, -0.45, -0.68]], "gap_ev": 8.49, "smiles": "[H]/P=N/CCC", "spin_multiplicity": 1, "e_above_lowest_kj_mol": 165.5}

(3)
{"formula": "C29H28ClILaN6O6", "method": "ωB97M-V/def2-TZVPD", "species": ["La", "O", "C", "C", "C", "C", "N", "C", "C", "C", "C", "C", "C", "O", "C", "C", "N", "H", "H", "H", "H", "H", "H", "H", "H", "H", "H", "H", "H", "O", "Cl", "O", "O", "O", "N", "C", "N", "C", "N", "I", "C", "C", "C", "C", "C", "N", "H", "H", "H", "H", "C", "C", "C", "C", "C", "C", "C", "C", "C", "C", "H", "H", "H", "H", "H", "H", "H", "H", "H", "H", "H", "H"], "xyz": [[0.370, 0.448, 0.657], [0.765, -7.151, 0.467], [-0.392, -6.449, 0.913], [-0.185, -4.969, 0.804], [-1.142, -4.107, 1.415], [-0.943, -2.762, 1.308], [0.088, -2.179, 0.667], [0.991, -3.001, 0.026], [0.850, -4.422, 0.121], [2.002, -2.379, -0.738], [2.823, -3.097, -1.657], [3.756, -2.451, -2.409], [4.615, -3.194, -3.398], [5.065, -4.461, -2.919], [3.898, -1.047, -2.266], [3.068, -0.401, -1.390], [2.121, -1.003, -0.645], [0.587, -8.091, 0.546], [-0.624, -6.700, 1.954], [-1.262, -6.729, 0.308], [-1.998, -4.492, 1.956], [-1.659, -2.077, 1.753], [1.581, -5.071, -0.338], [2.692, -4.163, -1.780], [5.461, -2.560, -3.680], [4.057, -3.413, -4.310], [5.321, -4.337, -1.999], [4.633, -0.488, -2.830], [3.130, 0.675, -1.273], [2.682, 1.804, 4.122], [2.185, 1.818, 2.783], [2.749, 2.877, 2.002], [0.693, 1.927, 2.776], [2.444, 0.509, 2.116], [-4.209, 0.761, -4.101], [-3.699, 0.162, -3.251], [-3.168, -0.616, -2.315], [-2.416, -0.191, -1.384], [-1.739, 0.101, -0.469], [0.207, -1.138, 4.276], [-1.498, -0.019, 3.882], [-2.369, 0.279, 4.924], [-3.489, 1.034, 4.634], [-3.716, 1.457, 3.339], [-2.797, 1.100, 2.364], [-1.706, 0.379, 2.635], [-2.158, -0.070, 5.924], [-4.183, 1.292, 5.425], [-4.577, 2.054, 3.073], [-2.919, 1.397, 1.328], [-0.163, 2.482, -3.011], [0.295, 3.254, -1.773], [1.146, 4.441, -2.241], [1.071, 2.322, -0.830], [-0.905, 3.763, -0.954], [-0.679, 4.498, 0.214], [-1.724, 4.912, 1.025], [-3.040, 4.606, 0.686], [-3.285, 3.881, -0.470], [-2.226, 3.461, -1.275], [0.718, 2.197, -3.590], [-0.815, 3.077, -3.658], [-0.685, 1.559, -2.751], [2.020, 4.059, -2.776], [1.508, 5.041, -1.403], [0.592, 5.103, -2.916], [1.958, 2.857, -0.457], [0.342, 4.714, 0.512], [-1.512, 5.468, 1.931], [-3.860, 4.931, 1.315], [-4.300, 3.634, -0.758], [-2.443, 2.895, -2.171]], "forces_ev_per_a": [[0.17, -0.97, 0.13], [-0.12, 0.03, 0.08], [0.16, -0.04, -0.05], [-0.33, 0.03, 0.17], [0.11, -0.21, -0.09], [0.16, 0.28, -0.17], [-0.01, -0.27, 0.00], [-0.47, -0.20, 0.26], [0.18, 0.29, -0.09], [0.28, 0.30, -0.36], [-0.08, 0.03, 0.31], [0.13, 0.17, -0.15], [0.01, -0.14, 0.05], [-0.01, 0.13, -0.04], [0.06, -0.16, -0.01], [-0.28, 0.00, 0.19], [0.06, -0.13, -0.15], [0.01, -0.02, -0.03], [0.03, -0.02, 0.04], [-0.05, -0.01, -0.03], [0.03, -0.02, -0.03], [0.01, 0.02, 0.01], [-0.01, -0.01, 0.01], [0.00, 0.01, 0.01], [0.08, 0.00, 0.00], [-0.05, 0.02, -0.03], [-0.01, -0.03, 0.01], [0.01, -0.04, 0.00], [-0.02, 0.02, 0.01], [-0.26, -0.02, -0.46], [-0.16, -0.31, -0.01], [-0.14, -0.33, 0.44], [1.07, 0.23, 0.08], [0.42, 1.04, 0.61], [0.00, 0.03, 0.01], [0.21, -0.15, 0.33], [-0.23, 0.02, -0.39], [0.00, 0.19, 0.22], [-0.90, -0.11, -0.69], [0.11, -0.12, 0.12], [-0.43, 0.22, 0.10], [0.23, -0.11, -0.11], [-0.19, 0.06, 0.25], [0.11, 0.00, -0.30], [-0.08, 0.10, 0.05], [0.22, -0.09, 0.01], [-0.02, 0.01, 0.00], [0.02, -0.01, -0.02], [0.01, -0.01, 0.02], [-0.02, 0.00, 0.02], [0.07, -0.08, -0.13], [-0.04, -0.11, 0.30], [0.03, 0.10, -0.07], [-0.24, 0.63, -0.48], [0.08, -0.10, 0.00], [0.04, -0.04, 0.12], [-0.04, 0.00, -0.02], [0.08, -0.03, -0.06], [0.11, -0.01, 0.00], [-0.11, 0.04, -0.06], [-0.02, -0.01, 0.00], [0.04, 0.01, 0.02], [-0.01, 0.04, 0.05], [-0.01, 0.03, 0.01], [-0.04, -0.05, 0.00], [0.00, -0.04, 0.01], [0.09, -0.03, -0.02], [-0.03, 0.00, 0.00], [0.00, -0.01, -0.02], [0.01, 0.00, 0.00], [0.03, -0.01, 0.00], [-0.06, -0.03, 0.01]], "gap_ev": [6.40, 4.65], "charge": -1, "spin_multiplicity": 1, "e_above_lowest_kj_mol": 3.1}

(4)
{"formula": "C3H12O2S2", "method": "ωB97M-V/def2-TZVPD", "species": ["C", "C", "S", "S", "C", "H", "H", "H", "H", "H", "H", "H", "H", "H", "H", "O", "H", "H", "O"], "xyz": [[0.189, 1.806, -1.868], [0.474, 0.319, -1.670], [-1.039, -0.581, -1.223], [-0.287, -2.479, -0.936], [0.360, -2.348, 0.752], [-0.345, 1.964, -2.814], [-0.388, 2.241, -1.060], [1.152, 2.306, -1.958], [1.186, 0.173, -0.868], [0.867, -0.104, -2.588], [0.934, -3.252, 0.950], [-0.467, -2.267, 1.457], [1.042, -1.505, 0.843], [-2.441, 0.683, 2.444], [-2.014, -0.110, 1.180], [-1.718, 0.184, 2.051], [0.099, 0.714, 1.624], [1.407, 1.205, 2.267], [0.989, 1.051, 1.416]], "forces_ev_per_a": [[0.03, -0.35, -0.59], [-0.15, 0.29, 0.09], [0.08, -0.36, -0.10], [-0.09, 0.30, 0.02], [-0.02, -0.06, -0.02], [-0.01, 0.02, 0.23], [0.06, 0.06, 0.19], [-0.05, 0.21, 0.13], [0.11, 0.01, 0.14], [0.03, -0.18, -0.09], [-0.10, -0.13, -0.02], [0.17, 0.03, 0.03], [-0.10, 0.10, 0.00], [0.02, -0.01, -0.10], [0.00, 0.07, -0.11], [0.07, -0.08, 0.15], [0.10, 0.18, 0.08], [-0.02, 0.00, 0.02], [-0.09, -0.11, -0.04]], "gap_ev": 9.35, "smiles": "CCSSC.O.O", "spin_multiplicity": 1, "e_above_lowest_kj_mol": 3.3}

Number 1: M 777.8 u. Number 2: M 89.1 u. Number 3: M 857.8 u. Number 4: M 144.3 u.